The following is a DFT calculation (the ωB97M-V functional and the def2-TZVPD basis) of a structure of composition C6H12N2.

Each line ends with the Mulliken charge.
CARTESIAN COORDINATES (ANGSTROEM)
C1 -0.60 -0.52 0.56  0.068
C2 1.67 1.49 0.05  -1.387
C3 -1.49 -1.33 -0.36  -1.248
C4 -1.27 0.79 0.97  -1.427
C5 0.86 0.42 -0.67  0.965
C6 1.16 -0.91 -0.16  0.229
N1 0.35 0.53 -1.87  -0.763
N2 1.73 -1.97 -0.10  -0.585
H1 -0.36 -1.08 1.47  0.356
H2 0.52 1.46 -2.25  0.257
H3 1.31 -2.82 0.25  0.284
H4 2.71 1.38 -0.24  0.346
H5 1.62 1.40 1.14  0.357
H6 1.29 2.47 -0.21  0.403
H7 -2.48 -1.46 0.08  0.390
H8 -1.58 -0.81 -1.32  0.314
H9 -1.09 -2.33 -0.55  0.338
H10 -2.23 0.57 1.44  0.447
H11 -0.67 1.34 1.69  0.311
H12 -1.46 1.40 0.09  0.346

## Properties
Total charge   0
Spin multiplicity   1
LUMO energy   0.95 eV
HOMO-LUMO gap   8.7 eV
ΔE to the lowest compared entry with this formula, charge and spin   349.1 kJ/mol
Total energy   -9393.2313 eV

***

The following is a DFT calculation (the ωB97M-V functional and the def2-TZVPD basis) of a structure of composition C42H77B6F24N14.

Each line ends with the Mulliken charge.
CARTESIAN COORDINATES (ANGSTROEM)
C1 2.43 -2.93 -4.71  -1.095
C2 2.04 -2.64 -6.19  -1.154
N1 0.68 -2.07 -6.17  0.438
C3 0.01 -1.45 -7.25  -0.949
C4 -1.20 -0.98 -6.77  -0.269
N2 -1.42 -1.57 -5.52  0.547
C5 -0.29 -2.35 -5.30  -0.216
C6 -2.59 -1.49 -4.66  -0.453
H1 3.51 -3.07 -4.68  0.519
H2 2.01 -3.90 -4.43  0.525
H3 2.13 -2.14 -4.03  0.333
H4 2.06 -3.44 -6.93  0.394
H5 2.65 -1.82 -6.56  0.489
H6 0.62 -1.19 -8.10  0.441
H7 -1.93 -0.36 -7.26  0.510
H8 -0.05 -2.92 -4.41  0.266
H9 -2.88 -0.45 -4.49  -0.690
H10 -2.35 -1.80 -3.65  -0.211
H11 -3.42 -1.99 -5.17  0.439
C7 -2.37 -0.75 2.32  -0.013
C8 -3.75 -1.20 1.76  -1.244
N3 -3.88 -2.65 1.97  0.465
C9 -2.91 -3.57 2.13  0.308
C10 -3.55 -4.84 2.37  -1.191
N4 -4.92 -4.70 2.18  0.240
C11 -5.15 -3.37 2.02  -0.502
C12 -5.92 -5.76 2.39  -0.870
H12 -1.59 -0.99 1.61  -0.105
H13 -2.07 -1.27 3.23  0.734
H14 -2.24 0.33 2.38  -0.490
H15 -3.99 -0.91 0.74  0.452
H16 -4.45 -0.76 2.47  0.632
H17 -1.87 -3.28 2.10  0.546
H18 -3.11 -5.78 2.67  0.452
H19 -6.16 -2.99 1.93  0.461
H20 -6.43 -6.05 1.47  0.351
H21 -6.76 -5.45 3.01  0.349
H22 -5.45 -6.66 2.81  0.316
C13 -1.86 -1.36 -2.24  0.565
C14 -0.89 -1.90 -1.14  0.081
N5 -0.38 -0.71 -0.37  1.862
C15 0.29 0.41 -0.78  0.143
C16 0.45 1.25 0.35  -0.747
N6 0.12 0.58 1.48  2.055
C17 -0.29 -0.70 1.03  -0.228
C18 0.35 1.05 2.77  -1.583
H23 -2.22 -2.17 -2.88  0.523
H24 -1.43 -0.73 -3.02  -1.337
H25 -2.50 -0.67 -1.69  -0.199
H26 -0.03 -2.43 -1.56  -1.167
H27 -1.34 -2.64 -0.48  1.232
H28 0.60 0.45 -1.81  -0.157
H29 0.80 2.28 0.36  -0.405
H30 -0.71 -1.47 1.67  -0.023
H31 1.09 1.85 2.68  0.560
H32 0.72 0.34 3.50  0.220
H33 -0.54 1.56 3.14  -0.163
C19 1.22 4.12 -1.31  -0.756
C20 0.85 2.88 -2.20  -0.838
N7 -0.48 3.02 -2.90  0.931
C21 -0.94 4.01 -3.69  -0.323
C22 -1.97 3.49 -4.49  -1.620
N8 -2.24 2.24 -4.04  0.108
C23 -1.27 1.95 -3.10  -0.390
C24 -3.30 1.30 -4.36  -1.028
H34 0.50 4.51 -0.59  0.394
H35 1.26 5.04 -1.89  0.522
H36 2.14 3.81 -0.82  0.755
H37 0.87 1.99 -1.56  -0.707
H38 1.65 2.71 -2.93  1.534
H39 -0.38 4.93 -3.68  0.517
H40 -2.66 3.81 -5.26  0.564
H41 -1.28 0.99 -2.62  0.337
H42 -3.75 0.95 -3.43  0.112
H43 -2.90 0.61 -5.11  0.471
H44 -4.08 1.78 -4.95  0.628
C25 2.99 -4.13 -2.74  -2.094
C26 2.40 -2.68 -2.72  0.279
N9 2.25 -2.18 -1.35  0.795
C27 1.73 -2.83 -0.24  -1.266
C28 1.91 -2.09 0.89  -1.512
N10 2.69 -0.99 0.58  0.328
C29 2.78 -1.04 -0.84  -0.991
C30 3.07 -0.01 1.51  -0.623
H45 4.03 -4.02 -2.43  0.491
H46 3.01 -4.53 -3.76  0.661
H47 2.44 -4.82 -2.10  0.259
H48 1.38 -2.69 -3.09  -0.462
H49 2.96 -1.99 -3.35  0.673
H50 1.19 -3.74 -0.43  1.095
H51 1.76 -2.33 1.94  2.080
H52 3.26 -0.31 -1.47  1.074
H53 3.50 0.82 0.95  0.235
H54 3.74 -0.36 2.29  0.277
H55 2.16 0.39 1.97  -0.265
C31 1.87 2.62 5.11  -1.491
C32 2.09 1.34 4.22  0.108
N11 2.05 0.08 5.01  0.786
C33 0.95 -0.56 5.46  -0.312
C34 1.34 -1.65 6.21  -1.404
N12 2.70 -1.73 6.25  0.202
C35 3.17 -0.55 5.60  -0.182
C36 3.40 -2.72 7.00  -0.970
H56 2.79 3.01 5.54  0.399
H57 1.17 2.42 5.93  0.433
H58 1.47 3.35 4.42  0.286
H59 3.03 1.46 3.69  0.752
H60 1.30 1.37 3.48  -0.964
H61 -0.04 -0.26 5.14  0.743
H62 0.79 -2.49 6.60  0.504
H63 4.21 -0.32 5.43  0.423
H64 2.97 -2.81 8.00  0.363
H65 4.44 -2.43 7.13  0.351
H66 3.40 -3.60 6.35  0.355
C37 -1.13 3.19 2.57  -0.926
C38 -0.37 4.51 2.99  -0.999
N13 0.15 5.18 1.88  0.618
C39 -0.65 5.73 0.87  -0.372
C40 0.19 6.40 0.04  -0.741
N14 1.48 6.01 0.30  -0.037
C41 1.47 5.32 1.45  -0.415
C42 2.64 6.29 -0.50  -0.742
H67 -1.85 3.26 1.75  0.914
H68 -1.60 2.64 3.38  1.018
H69 -0.36 2.55 2.13  0.569
H70 0.52 4.16 3.52  -0.257
H71 -0.88 5.20 3.67  0.230
H72 -1.71 5.88 1.01  0.570
H73 0.08 6.97 -0.87  0.454
H74 2.30 4.90 1.99  0.653
H75 3.45 5.72 -0.04  0.299
H76 2.86 7.35 -0.44  0.323
H77 2.36 6.00 -1.51  0.350
B1 1.05 0.09 -3.79  -1.082
F1 0.61 1.34 -3.78  -0.210
F2 1.81 0.02 -2.65  0.339
F3 0.05 -0.90 -3.65  1.437
F4 1.79 -0.18 -4.92  -0.253
B2 -1.14 1.77 4.95  -0.402
F5 -0.17 2.78 4.93  -0.223
F6 -1.19 1.24 6.31  -0.394
F7 -2.46 2.04 4.43  -0.398
F8 -0.54 0.67 4.27  0.325
B3 2.72 2.60 0.59  -1.940
F9 1.57 3.35 0.93  0.805
F10 2.94 1.78 1.61  0.652
F11 2.58 1.83 -0.56  0.541
F12 3.79 3.52 0.49  -0.349
B4 -0.04 -2.97 2.31  -0.726
F13 -0.93 -2.85 1.30  -0.090
F14 0.54 -1.77 2.70  -0.197
F15 -0.67 -3.53 3.31  -0.507
F16 0.98 -3.75 1.91  -0.235
B5 -2.38 2.21 -0.48  -0.738
F17 -3.38 2.90 -1.05  -0.332
F18 -2.68 1.96 0.84  -0.313
F19 -2.26 1.05 -1.25  0.112
F20 -1.23 2.93 -0.61  0.141
B6 -0.72 -4.51 -2.37  -0.294
F21 -1.15 -5.80 -2.60  -0.348
F22 -1.71 -3.74 -1.79  -0.286
F23 0.36 -4.45 -1.52  -0.054
F24 -0.41 -3.88 -3.60  -0.109

## Properties
Total charge   +1
Spin multiplicity   1
LUMO energy   -1.54 eV
HOMO-LUMO gap   7.5 eV
Total energy   -134924.7865 eV